[1]
10
Properties=species:S:1:pos:R:3 method="wB97M-V/def2-TZVPD" e_above_lowest_ev=0.7164 homo_energy_ev=-9.691 spin_multiplicity=1 smiles="CC=O.S" homo_lumo_gap_ev=10.55
C -0.89 1.56 -0.55
C 0.33 0.75 -1.04
O 1.48 0.70 -0.61
H -1.19 2.45 -1.07
H -0.83 1.79 0.44
H -1.81 0.95 -0.76
H -0.01 -0.06 -1.73
S 1.05 -2.53 1.26
H 1.51 -3.58 1.87
H 0.37 -2.03 2.18

=====

[2]
10
Properties=species:S:1:pos:R:3 method="wB97M-V/def2-TZVPD" e_above_lowest_ev=3.6256 homo_energy_ev=-9.417 spin_multiplicity=1 homo_lumo_gap_ev=8.49
C 1.05 -0.48 -0.07
C 0.00 0.43 0.45
H 2.48 0.96 -0.49
H 0.92 -1.38 0.74
H 0.64 -1.11 -1.06
H -0.15 1.40 0.14
H 0.11 0.23 1.64
H -2.06 1.46 -1.14
O 2.42 0.11 -0.14
S -1.73 -0.13 -0.06

=====

[3]
10
Properties=species:S:1:pos:R:3 method="wB97M-V/def2-TZVPD" e_above_lowest_ev=0.7290 homo_energy_ev=-9.256 spin_multiplicity=1 smiles="CC=O.S" homo_lumo_gap_ev=9.57
C 1.54 -0.39 0.29
C 0.62 -0.93 -0.63
O -0.60 -0.99 -0.25
H 2.49 -0.19 -0.24
H 1.83 -1.07 1.09
H 1.16 0.59 0.73
H 0.89 -1.02 -1.74
S -3.01 1.03 0.52
H -2.01 0.64 -0.22
H -2.92 2.33 0.45

=====

[4]
11
Properties=species:S:1:pos:R:3 method="wB97M-V/def2-TZVPD" e_above_lowest_ev=1.2874 charge=-1 homo_energy_ev="0.594 / -3.310" spin_multiplicity=2 homo_lumo_gap_ev="2.41 / 6.21"
O -3.00 2.20 0.17
C -2.27 1.85 1.09
H -1.64 2.63 1.71
H -2.43 0.84 1.54
C 0.66 0.81 -0.96
S 0.35 -1.03 -0.80
S 1.82 -1.40 0.57
H 0.01 0.83 -1.83
H 0.20 1.46 -0.24
H 1.74 1.00 -1.27
H 1.00 -1.41 1.63

=====

[5]
11
Properties=species:S:1:pos:R:3 method="wB97M-V/def2-TZVPD" e_above_lowest_ev=0.6774 homo_energy_ev=-8.425 spin_multiplicity=1 smiles="CC(=S)S.O" homo_lumo_gap_ev=8.63
C -0.98 0.17 1.87
C -1.39 -0.10 0.42
S -2.00 0.93 -0.63
S -0.97 -1.77 0.03
H 0.05 0.22 2.10
H -1.62 1.04 2.17
H -1.27 -0.64 2.45
H -1.06 -1.30 -1.18
O 0.41 0.40 -1.98
H 0.59 0.45 -2.90
H 1.22 0.86 -1.72

=====

[6]
12
Properties=species:S:1:pos:R:3 method="wB97M-V/def2-TZVPD" e_above_lowest_ev=3.1434 homo_energy_ev=-9.095 spin_multiplicity=1 homo_lumo_gap_ev=8.56
C 2.74 -0.81 -1.29
C 1.50 -0.32 -1.06
O -3.90 1.82 0.20
Si 0.52 0.29 0.41
S -4.06 1.49 1.62
S -0.25 -0.75 1.92
H 3.09 -0.94 -2.30
H 3.40 -1.22 -0.48
H 1.08 -0.05 -1.96
H 0.49 1.80 0.47
H -3.25 2.33 2.23
H -5.19 2.13 2.02

=====

[7]
11
Properties=species:S:1:pos:R:3 method="wB97M-V/def2-TZVPD" e_above_lowest_ev=2.1981 homo_energy_ev=-9.027 spin_multiplicity=1 smiles="C=C[SiH2]SO" homo_lumo_gap_ev=9.51
C -1.85 -1.37 0.02
C -1.13 -0.34 -0.25
Si 0.52 -0.08 0.54
S 1.07 2.06 0.22
O 2.59 1.83 -0.49
H -2.85 -1.53 -0.42
H -1.80 -1.85 0.94
H -1.28 0.28 -1.09
H 1.75 -0.52 -0.08
H 0.45 -0.30 1.99
H 2.54 1.81 -1.38

=====

[8]
9
Properties=species:S:1:pos:R:3 method="wB97M-V/def2-TZVPD" e_above_lowest_ev=1.1815 charge=-1 homo_energy_ev="1.021 / -5.082" spin_multiplicity=2 homo_lumo_gap_ev="2.84 / 8.88"
S -0.10 -0.54 1.79
H -1.39 -1.14 1.92
H 0.44 -1.77 1.78
C 0.32 1.34 -2.03
C -0.10 0.08 -1.99
H 0.66 1.85 -1.14
H 0.31 2.00 -2.90
H -0.07 -0.41 -1.03
H -0.70 -0.36 -2.77

=====

[9]
9
Properties=species:S:1:pos:R:3 method="wB97M-V/def2-TZVPD" e_above_lowest_ev=0.8297 charge=-1 homo_energy_ev="-1.643 / -2.572" spin_multiplicity=2 homo_lumo_gap_ev="6.05 / 6.93"
C 0.93 0.61 0.78
S 2.63 0.15 0.33
C -1.10 -0.59 -0.62
H 0.74 0.63 1.85
H 0.69 1.57 0.31
H -1.70 0.31 -0.70
H 0.02 -0.40 0.05
H -0.66 -0.76 -1.65
H -1.53 -1.53 -0.37

=====

[10]
10
Properties=species:S:1:pos:R:3 method="wB97M-V/def2-TZVPD" e_above_lowest_ev=4.9925 charge=+1 homo_energy_ev="-14.409 / -14.141" spin_multiplicity=2 homo_lumo_gap_ev="4.79 / 4.72"
C 1.03 0.39 0.73
S -0.42 -0.41 1.39
S 0.74 1.32 -2.20
C -1.25 -0.76 -0.18
H 0.78 0.99 -0.18
H 1.83 -0.27 0.44
H 1.44 1.03 1.56
H -0.42 -1.14 -0.87
H -2.15 -1.36 -0.14
H -1.59 0.21 -0.54

=====

[11]
13
Properties=species:S:1:pos:R:3 method="wB97M-V/def2-TZVPD" e_above_lowest_ev=1.3126 charge=+1 homo_energy_ev=-15.043 spin_multiplicity=1 homo_lumo_gap_ev=4.73
Tl 20.85 -26.99 -8.46
B 19.52 -28.61 -10.46
H 20.72 -28.49 -10.65
H 19.03 -29.21 -11.37
H 19.33 -29.17 -9.41
H 19.18 -27.49 -10.31
C 22.11 -22.63 -7.79
C 21.70 -24.13 -7.89
O 20.54 -24.39 -7.56
O 22.46 -24.92 -8.48
H 21.76 -22.12 -8.69
H 23.20 -22.62 -7.78
H 21.64 -22.16 -6.94

=====

[12]
13
Properties=species:S:1:pos:R:3 method="wB97M-V/def2-TZVPD" e_above_lowest_ev=1.8120 charge=+1 homo_energy_ev=-13.083 spin_multiplicity=1 homo_lumo_gap_ev=9.27
C -0.03 -0.99 1.29
C 0.37 0.40 1.22
N 0.33 -0.36 2.54
N 0.48 2.11 -1.30
Br 2.10 0.56 0.36
Br -0.88 1.80 1.18
H 0.55 -1.79 0.90
H -1.06 -1.42 1.12
H 1.23 -0.78 2.89
H -0.45 -0.21 3.10
H 0.13 3.03 -1.62
H 1.33 1.92 -1.79
H -0.13 1.37 -1.51